A 2-piece molecular cluster, C4H7ClN2 overall at a distorted geometry, computed with ωB97M-V/def2-TZVPD.

Cartesian coordinates (Å):
C 1.76449 1.05161 -0.10797
C -0.59976 -0.77822 -1.10228
C -1.00105 0.66786 0.97807
C -0.47981 -0.55550 0.34507
N 1.62541 2.09993 -0.57712
N 1.78543 -0.04588 0.57025
Cl 2.61984 -1.40052 -0.07508
H -0.53541 0.15472 -1.65778
H 0.16250 -1.47204 -1.45484
H -1.56961 -1.24491 -1.31046
H -0.59848 0.78831 1.98139
H -2.09209 0.60970 1.05703
H -0.75551 1.54734 0.38058
H -0.32596 -1.42241 0.97314

Summary:
LUMO level (spin up / spin down) = -1.0 / -1.0 eV
strongest force on any atom = 3.38 eV/A
ΔE to the lowest compared entry with this formula, charge and spin = 96.8 kcal per mole
total energy = -726.18628 Eh
charge = 0